*one*
Here is a molecular structure, C32H35FeIN5OS3 from OMol25. Energies are from the ωB97M-V functional and the def2-TZVPD basis.

Properties
multiplicity	5
HOMO-LUMO gap (alpha / beta)	0.2265 / 0.2293	Eh
net charge	-1

Geometry (Å):
Fe: -0.50 -0.14 -0.29
C: 2.87 -2.25 1.07
N: 1.51 -2.78 1.18
C: 1.49 -4.20 0.95
C: 0.82 -2.31 2.34
C: 0.40 -3.18 3.34
C: -0.31 -2.73 4.45
C: -0.60 -1.38 4.56
C: -0.20 -0.50 3.56
C: 0.50 -0.93 2.44
N: 0.79 -0.09 1.36
C: 1.34 1.14 1.59
C: 1.84 1.61 2.82
C: 2.35 2.89 2.96
C: 2.39 3.76 1.88
C: 1.97 3.30 0.64
C: 1.48 2.02 0.48
N: 1.19 1.46 -0.82
C: 2.38 0.76 -1.31
C: 0.75 2.43 -1.82
H: 3.54 -2.72 1.81
H: 2.85 -1.17 1.24
H: 3.26 -2.44 0.07
H: 2.07 -4.78 1.69
H: 1.91 -4.41 -0.03
H: 0.46 -4.56 0.96
H: 0.63 -4.24 3.26
H: -0.63 -3.43 5.21
H: -1.16 -1.01 5.41
H: -0.49 0.54 3.61
H: 1.80 0.96 3.68
H: 2.70 3.21 3.93
H: 2.75 4.78 2.00
H: 2.03 3.96 -0.22
H: 3.22 1.47 -1.43
H: 2.17 0.31 -2.28
H: 2.67 -0.02 -0.61
H: 1.56 3.12 -2.09
H: -0.09 3.00 -1.43
H: 0.43 1.90 -2.71
I: 0.57 -2.34 -1.63
C: -0.26 -1.68 -3.43
C: 0.08 -2.35 -4.57
C: -0.47 -1.95 -5.81
C: -1.34 -0.90 -5.85
C: -1.69 -0.20 -4.67
C: -2.58 0.90 -4.74
C: -2.90 1.59 -3.61
C: -2.35 1.21 -2.36
C: -1.48 0.16 -2.20
C: -1.15 -0.57 -3.40
H: 0.77 -3.18 -4.53
H: -0.20 -2.48 -6.71
H: -1.78 -0.58 -6.79
H: -2.99 1.18 -5.71
H: -3.57 2.45 -3.65
H: -2.61 1.82 -1.50
C: -0.77 5.07 2.37
O: -1.18 3.71 2.26
C: -1.74 3.29 1.11
S: -1.95 4.33 -0.18
S: -2.07 1.61 1.15
H: -0.32 5.15 3.36
H: -1.62 5.74 2.27
H: -0.04 5.32 1.60
C: -4.08 -0.80 3.15
N: -4.40 -0.61 1.76
C: -5.43 0.19 1.27
C: -5.28 0.26 -0.06
N: -4.18 -0.51 -0.38
C: -3.61 -1.00 0.73
S: -2.18 -1.90 0.84
H: -5.00 -0.94 3.72
H: -3.53 0.07 3.52
H: -3.43 -1.67 3.24
H: -6.15 0.64 1.93
H: -5.84 0.79 -0.81
H: -3.67 -0.49 -1.26



*two*
Here is a molecular structure, C32H35FeIN5OS3 from OMol25. Energies are from the ωB97M-V functional and the def2-TZVPD basis.

Properties
multiplicity	5
HOMO-LUMO gap (alpha / beta)	0.2146 / 0.2155	Eh
net charge	-1

Geometry (Å):
Fe: 0.16 -0.25 -0.39
C: -3.30 2.05 -0.34
N: -2.26 2.28 -1.32
C: -2.78 2.50 -2.65
C: -1.17 3.07 -0.92
C: -0.78 4.20 -1.63
C: 0.30 4.97 -1.24
C: 1.03 4.61 -0.12
C: 0.67 3.49 0.60
C: -0.41 2.68 0.21
N: -0.66 1.48 0.82
C: -0.57 1.35 2.16
C: -0.61 2.44 3.06
C: -0.47 2.25 4.42
C: -0.31 0.97 4.93
C: -0.37 -0.12 4.08
C: -0.53 0.04 2.72
N: -0.79 -1.03 1.80
C: -2.25 -1.18 1.73
C: -0.19 -2.31 2.15
H: -3.95 2.94 -0.20
H: -2.85 1.79 0.61
H: -3.93 1.22 -0.67
H: -3.35 3.44 -2.76
H: -3.43 1.66 -2.91
H: -1.94 2.52 -3.34
H: -1.33 4.51 -2.51
H: 0.57 5.85 -1.80
H: 1.88 5.21 0.19
H: 1.26 3.18 1.44
H: -0.76 3.43 2.67
H: -0.50 3.11 5.08
H: -0.16 0.83 6.00
H: -0.30 -1.11 4.51
H: -2.67 -1.43 2.72
H: -2.51 -1.99 1.04
H: -2.69 -0.25 1.38
H: -0.63 -2.75 3.05
H: 0.88 -2.17 2.30
H: -0.33 -3.01 1.32
I: -1.87 -1.20 -1.82
C: -0.96 -3.20 -1.93
C: -1.68 -4.22 -2.49
C: -1.08 -5.48 -2.64
C: 0.22 -5.66 -2.27
C: 0.98 -4.61 -1.71
C: 2.33 -4.78 -1.37
C: 3.05 -3.75 -0.85
C: 2.42 -2.52 -0.59
C: 1.09 -2.27 -0.88
C: 0.37 -3.33 -1.50
H: -2.70 -4.06 -2.81
H: -1.66 -6.29 -3.06
H: 0.70 -6.62 -2.42
H: 2.79 -5.75 -1.53
H: 4.10 -3.87 -0.60
H: 3.01 -1.76 -0.11
C: 3.56 0.61 4.40
O: 3.23 1.01 3.09
C: 2.98 0.03 2.20
S: 3.16 -1.57 2.64
S: 2.58 0.61 0.67
H: 3.71 1.53 4.97
H: 4.48 0.01 4.40
H: 2.75 0.02 4.83
C: 3.44 2.90 -3.41
N: 3.52 1.47 -3.25
C: 4.63 0.66 -3.39
C: 4.26 -0.59 -3.06
N: 2.92 -0.56 -2.74
C: 2.48 0.72 -2.81
S: 0.93 1.26 -2.57
H: 4.02 3.21 -4.28
H: 3.80 3.41 -2.52
H: 2.40 3.16 -3.56
H: 5.57 1.05 -3.72
H: 4.81 -1.51 -3.06
H: 2.40 -1.29 -2.24



Winner for stability: *one*



*one*
Here is 2 unconnected molecules or ions with the total composition C10H15NO2 from OMol25. Energies are from the ωB97M-V functional and the def2-TZVPD basis.

Properties
multiplicity	1
HOMO-LUMO gap	0.3261	Eh
SMILES	Cc1ccc(O)cc1.CCC(N)=O

Geometry (Å):
C: 4.62 -0.22 -0.33
C: 3.14 -0.43 -0.13
C: 2.44 -1.00 -1.15
C: 1.09 -1.47 -0.98
C: 0.58 -1.35 0.28
O: -0.72 -1.64 0.76
C: 1.33 -0.97 1.45
C: 2.58 -0.34 1.18
H: 5.24 -0.18 0.80
H: 4.79 0.78 -0.70
H: 5.05 -1.07 -0.96
H: 2.79 -1.11 -2.12
H: 0.51 -1.89 -1.71
H: -1.22 -0.75 0.85
H: 0.99 -1.09 2.41
H: 3.08 -0.11 2.18
C: -3.61 0.24 1.05
C: -3.50 0.66 -0.48
C: -2.14 1.16 -0.66
N: -2.15 2.50 -1.38
O: -1.08 0.71 -0.26
H: -3.01 -0.51 1.49
H: -4.66 0.05 1.33
H: -3.50 1.08 1.76
H: -3.69 -0.19 -1.08
H: -4.40 1.29 -0.68
H: -1.45 3.04 -1.53
H: -3.11 2.80 -1.40



*two*
Here is 2 unconnected molecules or ions with the total composition C10H15NO2 from OMol25. Energies are from the ωB97M-V functional and the def2-TZVPD basis.

Properties
multiplicity	1
HOMO-LUMO gap	0.3381	Eh
SMILES	Cc1ccc(O)cc1.CCC(N)=O

Geometry (Å):
C: 1.84 -2.20 0.96
C: 1.91 -0.66 1.25
C: 2.52 -0.13 2.44
C: 2.55 1.26 2.73
C: 1.75 2.01 1.83
O: 1.63 3.37 1.97
C: 1.16 1.55 0.68
C: 1.22 0.18 0.42
H: 1.49 -2.41 -0.13
H: 1.12 -2.53 1.70
H: 2.79 -2.70 0.84
H: 3.31 -0.65 3.00
H: 3.14 1.76 3.45
H: 1.85 3.60 2.92
H: 0.81 2.15 -0.30
H: 0.88 -0.26 -0.44
C: -2.16 0.80 -1.34
C: -3.29 -0.23 -1.42
C: -2.68 -1.43 -2.03
N: -2.07 -1.33 -3.23
O: -2.70 -2.56 -1.63
H: -1.88 1.33 -2.18
H: -1.25 0.38 -0.81
H: -2.34 1.70 -0.65
H: -3.78 -0.29 -0.36
H: -4.21 -0.02 -2.07
H: -1.80 -2.15 -3.72
H: -1.80 -0.55 -3.87



*three*
Here is 2 unconnected molecules or ions with the total composition C10H15NO2 from OMol25. Energies are from the ωB97M-V functional and the def2-TZVPD basis.

Properties
multiplicity	1
HOMO-LUMO gap	0.3378	Eh
SMILES	Cc1ccc(O)cc1.CCC(N)=O

Geometry (Å):
C: 0.21 3.43 -1.07
C: 0.76 2.17 -0.49
C: 1.12 2.03 0.84
C: 1.74 0.91 1.38
C: 1.95 -0.18 0.54
O: 2.25 -1.39 1.06
C: 1.74 -0.03 -0.84
C: 1.18 1.12 -1.33
H: -0.51 3.27 -1.88
H: 0.99 4.00 -1.54
H: -0.19 4.10 -0.31
H: 1.03 2.91 1.47
H: 2.02 0.93 2.42
H: 2.49 -2.12 0.49
H: 1.90 -0.99 -1.34
H: 0.90 1.14 -2.38
C: -2.66 -0.39 1.46
C: -2.67 -0.68 -0.04
C: -1.87 -1.85 -0.51
N: -0.68 -2.03 0.11
O: -2.26 -2.62 -1.37
H: -1.72 0.01 1.83
H: -2.80 -1.31 2.03
H: -3.51 0.19 1.77
H: -3.69 -0.68 -0.42
H: -2.25 0.21 -0.54
H: -0.01 -2.75 -0.09
H: -0.36 -1.36 0.79



Winner for stability: *three*



*one*
Here is a molecular structure, FH3P2S2 from OMol25. Energies are from the ωB97M-V functional and the def2-TZVPD basis.

Properties
multiplicity	1
HOMO-LUMO gap	0.2778	Eh

Geometry (Å):
F: -1.72 -0.21 -1.87
P: -0.71 1.92 -0.11
P: -1.35 -0.15 -0.28
S: -2.99 -0.54 0.67
S: 0.47 -2.07 -0.06
H: 0.69 1.79 -0.44
H: -0.34 1.87 1.41
H: 0.11 -2.23 1.10



*two*
Here is a single FH3P2S2 molecule from OMol25. Energies are from the ωB97M-V functional and the def2-TZVPD basis.

Properties
multiplicity	1
HOMO-LUMO gap	0.3285	Eh
SMILES	F[P@@](P)(=S)S

Geometry (Å):
F: -1.90 0.73 -1.97
P: -1.32 0.14 -0.27
P: 0.21 1.74 -0.03
S: -2.83 0.11 0.98
S: -0.39 -1.81 -0.70
H: -0.83 2.64 -0.19
H: 0.66 1.66 -1.34
H: -0.52 -1.74 0.67



Winner for stability: *two*



*one*
Here is 2 unconnected molecules or ions with the total composition C2H3NO3 from OMol25. Energies are from the ωB97M-V functional and the def2-TZVPD basis.

Properties
multiplicity	1
HOMO-LUMO gap	0.3882	Eh

Geometry (Å):
C: -2.44 1.47 -1.30
C: 0.66 -0.50 0.21
N: 0.11 0.61 0.35
O: 0.84 -1.46 1.25
O: 1.37 -0.81 -0.82
O: -1.32 1.42 -1.36
H: 0.09 -1.32 1.89
H: 1.13 -0.21 -1.48
H: -0.44 0.80 1.27



*two*
Here is 2 unconnected molecules or ions with the total composition C2H3NO3 from OMol25. Energies are from the ωB97M-V functional and the def2-TZVPD basis.

Properties
multiplicity	1
HOMO-LUMO gap	0.3825	Eh

Geometry (Å):
C: 0.61 -1.12 0.46
C: 3.35 0.65 -0.86
N: 0.25 -0.05 -0.27
O: 1.77 -1.56 0.55
O: 4.21 1.00 -0.23
O: -1.13 0.30 -0.43
H: -0.20 -1.44 1.01
H: 0.98 0.49 -0.65
H: -1.22 0.53 -1.38



*three*
Here is 2 unconnected molecules or ions with the total composition C2H3NO3 from OMol25. Energies are from the ωB97M-V functional and the def2-TZVPD basis.

Properties
multiplicity	1
HOMO-LUMO gap	0.3366	Eh
SMILES	O=C=O.CN=O

Geometry (Å):
O: -1.29 -1.31 -0.32
C: -2.10 -0.58 0.04
O: -2.97 0.07 0.40
C: 1.44 0.10 0.01
N: 0.50 1.08 -0.47
O: -0.57 1.16 0.10
H: 2.44 0.43 -0.25
H: 1.33 -0.14 1.07
H: 1.22 -0.81 -0.56



*four*
Here is a molecular structure, C2H3NO3 from OMol25. Energies are from the ωB97M-V functional and the def2-TZVPD basis.

Properties
multiplicity	1
HOMO-LUMO gap	0.4022	Eh

Geometry (Å):
C: -0.72 -0.22 -0.09
C: 1.21 0.18 0.15
O: -0.29 -1.47 -0.26
O: -2.00 0.05 0.08
N: 0.37 -0.76 0.89
O: 0.11 0.74 -0.62
H: -2.25 0.81 -0.47
H: 1.95 -0.27 -0.51
H: 1.63 0.92 0.83



Winner for stability: *one*



*one*
Here is a single C2H3NO3 molecule from OMol25. Energies are from the ωB97M-V functional and the def2-TZVPD basis.

Properties
multiplicity	1
HOMO-LUMO gap	0.4088	Eh
SMILES	O=CNC(=O)O

Geometry (Å):
O: -1.99 0.59 -0.07
C: -1.37 -0.41 0.01
N: -0.04 -0.65 -0.18
C: 1.01 0.24 0.05
O: 2.15 -0.14 0.07
O: 0.61 1.51 0.02
H: -1.77 -1.51 0.13
H: 0.02 -1.71 0.02
H: 1.38 2.09 -0.04



*two*
Here is a molecular structure, C2H3NO3 from OMol25. Energies are from the ωB97M-V functional and the def2-TZVPD basis.

Properties
multiplicity	1
HOMO-LUMO gap (alpha / beta)	0.2828 / 0.2828	Eh

Geometry (Å):
C: -0.10 0.50 -0.27
C: -0.37 -0.69 0.25
N: -1.65 -2.62 1.56
O: -0.61 -2.76 2.09
O: -2.74 -3.01 1.61
O: -1.51 -1.32 0.26
H: 0.81 1.07 -0.22
H: -0.86 0.98 -0.83
H: 0.42 -1.03 0.83



Winner for stability: *one*



*one*
Here is a single C6H6 molecule from OMol25. Energies are from the ωB97M-V functional and the def2-TZVPD basis.

Properties
multiplicity	1
HOMO-LUMO gap	0.3156	Eh
SMILES	C/C=C1/C2=C[C@H]21

Geometry (Å):
C: -1.98 -0.05 0.11
C: -0.74 0.75 0.16
C: 0.48 0.31 0.06
C: 1.79 0.75 -0.11
C: 2.63 -0.09 0.28
C: 1.20 -0.96 -0.07
H: -1.94 -1.09 0.11
H: -2.62 0.12 -0.72
H: -2.53 0.16 0.95
H: -1.04 1.89 0.11
H: 3.64 -0.42 0.21
H: 1.11 -1.36 -1.08



*two*
Here is 2 unconnected molecules or ions with the total composition C6H6 from OMol25. Energies are from the ωB97M-V functional and the def2-TZVPD basis.

Properties
multiplicity	1
HOMO-LUMO gap	0.3314	Eh

Geometry (Å):
C: -1.73 1.44 -0.67
C: -0.82 0.71 -0.09
C: -1.38 1.75 0.74
C: 1.56 -1.66 -0.77
C: 1.47 -1.79 0.71
C: 0.69 -0.83 0.11
H: -2.27 1.92 -1.46
H: -0.88 2.81 0.86
H: -1.99 1.46 1.66
H: 2.49 -1.16 -1.11
H: 1.24 -2.38 -1.59
H: 1.62 -2.26 1.61



Winner for stability: *one*



*one*
Here is a single C6H6 molecule from OMol25. Energies are from the ωB97M-V functional and the def2-TZVPD basis.

Properties
multiplicity	1
HOMO-LUMO gap	0.3331	Eh
SMILES	C#CC(C)=C=C

Geometry (Å):
C: 2.28 -1.34 0.37
C: 1.22 -0.78 0.23
C: -0.01 -0.14 -0.07
C: -1.12 -0.89 -0.75
C: -0.08 1.18 0.03
C: -0.39 2.25 0.68
H: 3.23 -1.82 0.43
H: -0.85 -0.98 -1.81
H: -1.25 -1.89 -0.34
H: -2.07 -0.35 -0.68
H: -0.62 1.42 1.44
H: -0.32 3.34 0.46



*two*
Here is a single C6H6 molecule from OMol25. Energies are from the ωB97M-V functional and the def2-TZVPD basis.

Properties
multiplicity	1
HOMO-LUMO gap (alpha / beta)	0.2923 / 0.2924	Eh

Geometry (Å):
C: 1.08 0.39 0.18
C: 0.74 2.08 1.57
C: 0.52 -0.16 -1.17
C: -0.49 -1.03 -0.35
C: -0.13 1.25 0.93
C: 0.08 -0.30 0.90
H: -0.03 0.48 -1.85
H: 1.14 -0.71 -1.73
H: -1.71 -0.82 -0.60
H: -0.37 -2.06 -0.34
H: -0.99 1.49 0.48
H: 0.14 -0.63 1.96



Winner for stability: *one*



*one*
Here is a single C2H4O2S molecule from OMol25. Energies are from the ωB97M-V functional and the def2-TZVPD basis.

Properties
multiplicity	1
HOMO-LUMO gap (alpha / beta)	0.2982 / 0.2856	Eh

Geometry (Å):
C: -0.95 0.65 1.23
C: 0.64 -0.13 -0.40
O: 0.25 0.25 0.79
O: 1.81 -0.72 -0.42
S: -0.60 -0.07 -1.71
H: -1.00 0.93 2.25
H: -1.77 0.59 0.53
H: 2.65 -0.23 -0.45
H: -1.04 -1.27 -1.84



*two*
Here is a single C2H4O2S molecule from OMol25. Energies are from the ωB97M-V functional and the def2-TZVPD basis.

Properties
multiplicity	1
HOMO-LUMO gap	0.3563	Eh
SMILES	O=C(O)CS

Geometry (Å):
O: -0.69 -1.27 -0.51
C: -0.22 -0.73 0.44
O: -0.73 -1.12 1.81
C: 0.67 0.49 -0.05
S: -0.15 1.04 -1.65
H: -0.58 -0.35 2.29
H: 0.43 1.37 0.41
H: 1.84 0.55 -0.34
H: -0.57 0.02 -2.40



*three*
Here is 2 unconnected molecules or ions with the total composition C2H4O2S from OMol25. Energies are from the ωB97M-V functional and the def2-TZVPD basis.

Properties
multiplicity	1
HOMO-LUMO gap (alpha / beta)	0.2488 / 0.2492	Eh

Geometry (Å):
C: -1.93 0.38 0.36
C: 0.15 0.64 -0.56
O: 2.20 -2.04 0.83
O: -0.84 -0.21 0.07
S: 1.21 -2.76 1.61
H: -2.00 1.44 0.27
H: 1.27 0.33 -0.57
H: -0.08 1.66 -0.39
H: 0.03 0.56 -1.62



Winner for stability: *two*